A cluster of 2 separate species, CF2NP in total at a distorted geometry, computed with ωB97M-V with the def2-TZVPD basis set.

Geometry as ORCA input:
```
! wB97M-V def2-TZVPD RIJCOSX def2/J DEFGRID3
* xyz 0 1
C -0.84 0.24 -0.02
N -1.35 1.15 -0.52
F 0.96 -0.94 -1.79
F 1.16 0.35 1.29
P 0.07 -0.81 1.05
*
```

Gap between HOMO and LUMO (alpha / beta): 6.290 / 6.303 eV
E_LUMO (alpha / beta): -4.36 / -4.36 eV
ΔE to the lowest compared entry with this formula, charge and spin: 479.1 kJ/mol
E_HOMO (alpha / beta): -10.65 / -10.67 eV



A structure of composition CF2O3S at a distorted geometry, computed with ωB97M-V with the def2-TZVPD basis set.

Geometry as ORCA input:
```
! wB97M-V def2-TZVPD RIJCOSX def2/J DEFGRID3
* xyz 0 1
C -1.51 0.04 0.18
O -2.59 0.03 -0.20
O 1.59 0.05 -1.30
O -0.43 0.06 0.57
F 1.31 -1.59 0.52
F 1.39 1.61 0.60
S 1.82 0.00 0.09
*
```

Gap between HOMO and LUMO: 10.476 eV
E_LUMO: -1.32 eV
ΔE to the lowest compared entry with this formula, charge and spin: 149.4 kJ/mol
E_HOMO: -11.80 eV



A cluster of 2 separate species, CF2O3S in total at a distorted geometry, computed with ωB97M-V with the def2-TZVPD basis set.

Geometry as ORCA input:
```
! wB97M-V def2-TZVPD RIJCOSX def2/J DEFGRID3
* xyz 0 1
C 1.74 0.20 0.20
O 2.61 0.87 0.60
O -1.24 0.45 -0.51
O -3.49 -0.54 -0.39
F 1.76 -0.27 -1.06
F 0.82 -0.34 0.91
S -2.20 -0.36 0.24
*
```

Gap between HOMO and LUMO: 10.715 eV
E_LUMO: -1.63 eV
ΔE to the lowest compared entry with this formula, charge and spin: 83.7 kJ/mol
E_HOMO: -12.35 eV



A structure of composition CF3MgNO3RhS3 at a distorted geometry, computed with ωB97M-V with the def2-TZVPD basis set.

Geometry as ORCA input:
```
! wB97M-V def2-TZVPD RIJCOSX def2/J DEFGRID3
* xyz 1 5
Rh 2.09 -0.36 1.35
N 0.15 1.17 -0.58
S 0.46 2.12 0.83
O 2.04 1.62 1.03
S -0.35 -0.36 -0.27
O 0.20 -0.81 1.10
O 0.50 -1.93 -1.75
C -2.17 -0.23 0.12
F -2.42 0.58 1.13
F -2.79 0.21 -0.96
F -2.61 -1.44 0.41
Mg 2.23 1.23 -0.94
S 2.66 -1.81 -1.48
*
```

<S²>: 6.0937
Gap between HOMO and LUMO (alpha / beta): 7.145 / 6.246 eV
E_LUMO (alpha / beta): -5.94 / -6.82 eV
ΔE to the lowest compared entry with this formula, charge and spin: 406.0 kJ/mol
E_HOMO (alpha / beta): -13.08 / -13.07 eV



A structure of composition CF3MgNO4RuS3 at a distorted geometry, computed with ωB97M-V with the def2-TZVPD basis set.

Geometry as ORCA input:
```
! wB97M-V def2-TZVPD RIJCOSX def2/J DEFGRID3
* xyz 1 6
Mg 0.90 2.28 -1.07
N 1.80 0.96 0.04
S 1.13 -0.20 0.68
O -0.32 -0.65 0.43
C 1.82 -1.75 -0.07
F 2.73 -2.26 0.75
F 2.37 -1.43 -1.24
F 0.88 -2.65 -0.33
Ru -1.56 0.07 -0.80
S -3.92 1.24 0.14
O -3.66 -0.08 -0.81
S -2.07 2.64 0.66
O -1.22 2.01 -0.59
O 1.12 -0.19 2.20
*
```

<S²>: 8.7710
Gap between HOMO and LUMO (alpha / beta): 6.285 / 5.974 eV
E_LUMO (alpha / beta): -6.45 / -6.96 eV
E_HOMO (alpha / beta): -12.74 / -12.94 eV



A structure of composition CF3MgNO4S3Tl at a distorted geometry, computed with ωB97M-V with the def2-TZVPD basis set.

Geometry as ORCA input:
```
! wB97M-V def2-TZVPD RIJCOSX def2/J DEFGRID3
* xyz 1 1
Tl -1.55 -1.90 -0.17
N -0.66 -1.14 1.34
S 0.30 -0.01 1.29
O 0.72 0.73 0.01
C -0.57 1.51 1.94
F -1.12 1.27 3.11
F -1.51 1.82 1.03
F 0.27 2.53 2.05
Mg 0.14 0.46 -1.80
S -0.22 -2.41 -2.86
O -0.80 -1.27 -1.78
S 1.90 -1.44 -2.89
O 1.44 0.08 -3.20
O 1.67 -0.22 1.91
*
```

Gap between HOMO and LUMO (alpha / beta): 4.167 / 3.404 eV
E_LUMO (alpha / beta): -8.40 / -8.90 eV
ΔE to the lowest compared entry with this formula, charge and spin: 28.1 kJ/mol
E_HOMO (alpha / beta): -12.56 / -12.30 eV



The molecule CF3O2P at a distorted geometry, computed with ωB97M-V with the def2-TZVPD basis set.

Geometry as ORCA input:
```
! wB97M-V def2-TZVPD RIJCOSX def2/J DEFGRID3
* xyz 0 1
O 2.82 0.36 0.18
P 1.70 -0.01 -0.61
O 0.37 0.18 0.56
C -0.90 -0.06 0.10
F -0.88 -0.28 -1.25
F -1.69 0.95 0.38
F -1.43 -1.14 0.64
*
```

Gap between HOMO and LUMO: 10.731 eV
E_LUMO: -1.02 eV
ΔE to the lowest compared entry with this formula, charge and spin: 0.0 kJ/mol
E_HOMO: -11.75 eV
SMILES string: O=POC(F)(F)F



A structure of composition CF3O7S2Sn at a distorted geometry, computed with ωB97M-V with the def2-TZVPD basis set.

Geometry as ORCA input:
```
! wB97M-V def2-TZVPD RIJCOSX def2/J DEFGRID3
* xyz -1 1
Sn -16.56 -6.55 26.99
S -16.56 -8.80 30.43
O -17.35 -10.06 30.45
O -17.06 -7.88 29.38
O -16.60 -8.17 31.73
O -15.23 -9.37 30.05
C -21.14 -5.18 27.52
F -22.00 -5.63 28.43
F -21.74 -4.36 26.66
F -20.18 -4.54 28.20
S -20.44 -6.68 26.61
O -21.52 -7.63 26.68
O -20.08 -6.25 25.27
O -19.29 -7.05 27.45
*
```

Gap between HOMO and LUMO: 3.253 eV
E_LUMO: -1.17 eV
ΔE to the lowest compared entry with this formula, charge and spin: 235.0 kJ/mol
E_HOMO: -4.42 eV



| no. | calculated total energy (eV) |
| --- | --- |
| 1 | -17246.470 |
| 2 | -23448.444 |
| 3 | -23449.125 |
| 4 | -57765.396 |
| 5 | -59388.140 |
| 6 | -61500.789 |
| 7 | -22574.250 |
| 8 | -51021.337 |